--- P ---
The following is a quantum chemistry calculation of one molecule with the formula C3H3F2N, from OMol25.

Last column: natural (NBO) charge in e.
Atoms and positions in Å:
N1 -1.711 1.798 2.332  -0.26
C1 -0.871 1.200 1.843  0.21
C2 0.183 0.468 1.176  0.09
F1 0.956 -0.253 2.028  -0.32
C3 -0.480 -0.566 0.017  0.06
F2 -1.362 -1.398 0.614  -0.34
H1 0.832 1.163 0.624  0.20
H2 0.336 -1.160 -0.397  0.18
H3 -1.008 0.033 -0.726  0.17

Values from the calculation:
SMILES	N#C[C@@H](F)CF
E_HOMO	-11.752	eV
gap between HOMO and LUMO	0.4581	hartree

---

--- Q ---
The following is a quantum chemistry calculation of one molecule with the formula C3H3F2N, from OMol25.

Last column: natural (NBO) charge in e.
Atoms and positions in Å:
N1 -2.956 0.088 -0.234  -0.26
C1 -1.718 0.047 0.020  0.27
C2 -0.443 -0.480 0.442  -0.60
C3 0.793 0.060 -0.215  0.59
F1 1.324 1.306 0.127  -0.33
F2 1.889 -0.916 -0.152  -0.37
H1 -0.322 -1.433 0.087  0.28
H2 -0.337 -0.604 1.560  0.28
H3 0.647 0.151 -1.261  0.15

Values from the calculation:
SMILES	N#CCC(F)F
E_HOMO	-11.921	eV
gap between HOMO and LUMO	0.4512	hartree

---

Result of the stability comparison: Q is the least stable of them.

---

--- P ---
The following is a quantum chemistry calculation of an isolated ion of composition C2H8N3O and charge +1, from OMol25.

Last column: natural (NBO) charge in e.
Atoms and positions in Å:
C1 -1.197 1.357 -0.250  -0.69
C2 -0.565 0.022 0.123  0.43
N1 0.770 0.075 0.626  -0.42
N2 1.643 -0.956 -0.200  -0.60
N3 -1.439 -0.949 0.632  -0.26
O1 -0.849 -1.146 -0.636  -0.37
H1 -2.324 1.256 -0.261  0.28
H2 -0.985 1.962 -1.172  0.27
H3 -0.732 2.159 0.460  0.24
H4 1.206 0.967 0.519  0.40
H5 2.352 -1.473 0.393  0.46
H6 2.174 -0.321 -0.748  0.42
H7 0.861 -1.582 -0.869  0.51
H8 -0.914 -1.371 1.384  0.34

Values from the calculation:
SMILES	C[C@@]1(N[NH3+])NO1
charge	+1
E_HOMO	-14.632	eV
gap between HOMO and LUMO	0.3806	hartree

---

--- Q ---
The following is a quantum chemistry calculation of a 2-piece molecular cluster, C2H8N3O overall, from OMol25.

Last column: natural (NBO) charge in e.
Atoms and positions in Å:
C1 -0.912 0.098 0.252  0.71
C2 1.382 0.307 -0.285  0.28
N1 -2.120 0.738 0.419  -0.76
N2 -0.673 -1.254 0.333  -0.76
N3 0.179 0.863 -0.055  -0.61
O1 1.956 -0.323 0.766  -0.71
H1 1.096 -1.079 -1.617  -0.10
H2 2.018 0.981 -0.909  0.22
H3 -2.873 0.384 0.996  0.44
H4 -2.160 1.697 0.160  0.42
H5 -1.374 -1.999 0.694  0.45
H6 0.088 -1.654 -0.111  0.44
H7 0.168 1.840 -0.132  0.44
H8 2.897 -0.481 0.828  0.53

Values from the calculation:
charge	+1
E_HOMO	-13.252	eV
gap between HOMO and LUMO	0.3430	hartree

---

Result of the stability comparison: P is the least stable of them.

---

--- P ---
The following is a quantum chemistry calculation of a 2-piece molecular cluster, C2H2OS overall, from OMol25.

Last column: natural (NBO) charge in e.
Atoms and positions in Å:
C1 -0.240 0.314 -0.769  0.42
C2 0.118 -0.278 0.458  -0.51
O1 -0.287 0.104 -1.918  -0.47
S1 -1.087 1.019 0.601  0.16
H1 -0.124 -1.324 0.560  0.24
H2 1.621 0.166 1.067  0.16

Values from the calculation:
E_HOMO	-9.703	eV
gap between HOMO and LUMO	0.3449	hartree

---

--- Q ---
The following is a quantum chemistry calculation of a 2-piece molecular cluster, C2H2OS overall, from OMol25.

Last column: natural (NBO) charge in e.
Atoms and positions in Å:
C1 -2.039 0.382 -1.008  0.51
C2 1.350 -0.126 0.332  -0.48
O1 -2.755 0.131 -0.142  -0.50
S1 0.039 -1.009 -0.120  0.07
H1 1.268 0.285 1.351  0.20
H2 2.137 0.338 -0.412  0.21

Values from the calculation:
E_HOMO (alpha / beta)	-9.054 / -9.054	eV
gap between HOMO and LUMO (alpha / beta)	0.3036 / 0.3036	hartree

---

--- R ---
The following is a quantum chemistry calculation of C2H2OS as an isolated structure, from OMol25.

Last column: natural (NBO) charge in e.
Atoms and positions in Å:
C1 0.144 -0.332 0.588  0.10
C2 -0.302 -0.195 -0.662  -0.49
O1 0.581 0.917 0.939  -0.56
S1 0.092 1.538 -0.737  0.51
H1 0.227 -1.133 1.299  0.20
H2 -0.741 -0.795 -1.427  0.24

Values from the calculation:
E_HOMO	-8.890	eV
gap between HOMO and LUMO	0.3075	hartree

---

Result of the stability comparison: P is the least stable of them.

---

--- P ---
The following is a quantum chemistry calculation of a 2-piece molecular cluster, CCl2O2S overall, from OMol25.

Last column: natural (NBO) charge in e.
Atoms and positions in Å:
C1 1.692 0.589 -1.445  0.40
O1 1.741 1.304 -2.386  -0.45
O2 -1.734 -0.987 0.588  -0.74
S1 -0.934 -0.451 1.737  0.95
Cl1 1.431 -1.053 -1.447  0.04
Cl2 -2.195 0.598 2.953  -0.21

Values from the calculation:
E_HOMO (alpha / beta)	-9.434 / -9.606	eV
gap between HOMO and LUMO (alpha / beta)	0.2810 / 0.3040	hartree

---

--- Q ---
The following is a quantum chemistry calculation of CCl2O2S as an isolated structure, from OMol25.

Last column: natural (NBO) charge in e.
Atoms and positions in Å:
C1 -0.155 0.619 1.813  0.43
O1 0.989 0.106 -1.908  -0.79
O2 -0.197 0.663 0.600  -0.54
S1 0.090 -0.727 -1.127  1.17
Cl1 1.075 -0.510 2.373  -0.05
Cl2 -1.801 -0.151 -1.751  -0.23

Values from the calculation:
E_HOMO (alpha / beta)	-10.181 / -8.869	eV
gap between HOMO and LUMO (alpha / beta)	0.3186 / 0.2328	hartree

---

Result of the stability comparison: Q is the least stable of them.